No. 1
# C25H42BF4N6O12S

A cluster of 4 separate species, C25H42BF4N6O12S in total (ωB97M-V/def2-TZVPD, OMol25).

XYZ file:
```
91
C25H42BF4N6O12S | OMol25 | ωB97M-V/def2-TZVPD
C 0.9424 2.3633 -2.1107
C -0.2107 2.3680 -1.0436
N -1.1844 1.3250 -1.2939
C -1.4635 0.0899 -0.7976
N -0.7756 -0.5855 0.1664
C -1.3638 -1.8864 0.5603
C -1.0432 -3.0620 -0.3945
C 0.0190 -2.7996 -1.4602
F -0.6537 -4.1525 0.3676
S 0.6320 -0.0940 0.9083
O 1.6419 0.2684 -0.0239
O 0.3367 0.8943 1.8832
C 1.3946 -1.5201 1.8754
F 2.5869 -1.0621 2.1926
F 0.7255 -1.6999 3.0054
F 1.4776 -2.6262 1.1731
N -2.5183 -0.4143 -1.3757
C -2.9392 0.4686 -2.2950
C -4.0776 0.2836 -3.2106
C -5.2147 1.0386 -3.0291
C -6.2361 0.7616 -3.9062
C -6.0230 -0.2153 -4.8480
N -4.9222 -0.9173 -5.0430
C -3.9343 -0.6576 -4.2014
N -2.1143 1.5099 -2.2440
B -2.3508 2.6525 -3.2259
N -3.4348 3.5864 -3.0313
O -1.4570 2.7607 -4.2574
H 1.9067 2.1589 -1.6584
H 0.9453 3.3019 -2.6596
H 0.7073 1.5485 -2.7972
H -0.6407 3.3703 -1.0846
H 0.2690 2.3256 -0.0727
H -1.0205 -2.1817 1.5536
H -2.4374 -1.7898 0.6902
H -1.9720 -3.3506 -0.8880
H 0.5365 -3.7348 -1.6751
H -0.4925 -2.5353 -2.3876
H 0.7844 -2.0778 -1.1843
H -5.2974 1.7888 -2.2596
H -7.1727 1.2939 -3.8474
H -6.8548 -0.4393 -5.5113
H -3.0044 -1.2061 -4.3048
H -3.8157 3.8988 -3.9197
H -3.1118 4.4306 -2.5617
H -1.8571 2.6294 -5.1264
C 3.2001 8.3680 -1.4117
C 3.7616 7.2187 -2.2213
O 2.7180 6.4568 -2.8536
C 2.1892 7.0102 -3.9444
O 2.5073 8.0557 -4.4392
O 1.2215 6.1986 -4.3890
C 0.5018 6.7155 -5.5111
H 2.4571 8.0059 -0.6991
H 3.9954 8.8757 -0.8670
H 2.7053 9.0960 -2.0538
H 4.2827 6.5238 -1.5650
H 4.4791 7.5645 -2.9648
H 1.1771 6.9995 -6.3149
H -0.1049 7.5676 -5.2072
H -0.1523 5.9213 -5.8627
C 5.2348 -3.1747 2.5998
C 4.2136 -4.2925 2.6508
O 4.5895 -5.3910 1.8145
C 5.5374 -6.1894 2.3149
O 6.0696 -6.0674 3.3855
O 5.7946 -7.1359 1.4149
C 6.8576 -8.0202 1.7834
H 5.4194 -2.8706 1.5678
H 4.8898 -2.3101 3.1677
H 6.1876 -3.4988 3.0157
H 3.2591 -3.9403 2.2664
H 4.0459 -4.6337 3.6729
H 6.6862 -8.4519 2.7669
H 7.8086 -7.4902 1.7625
H 6.8787 -8.8167 1.0450
C -1.1641 -3.9893 6.1454
C -1.2535 -2.7233 5.3197
O -2.6093 -2.4226 4.9571
C -3.3535 -1.8819 5.9259
O -2.9844 -1.6205 7.0383
O -4.5821 -1.6919 5.4431
C -5.5160 -1.1940 6.4066
H -1.6535 -4.8162 5.6288
H -0.1229 -4.2529 6.3312
H -1.6636 -3.8668 7.1055
H -0.7169 -2.8596 4.3850
H -0.8015 -1.8753 5.8356
H -5.1405 -0.2944 6.8893
H -5.7310 -1.9606 7.1492
H -6.4296 -0.9541 5.8698
```

## Properties
- Total charge: +1
- Total energy: -82493.3092 eV
- Orbital gap: 9.0798 eV
- HOMO: -12.22 eV
- LUMO: -0.1155 hartree

No. 2
# C25H42BrF6N6O7

A cluster of 2 separate species, C25H42BrF6N6O7 in total (ωB97M-V/def2-TZVPD, OMol25).

XYZ file:
```
87
C25H42BrF6N6O7 | OMol25 | ωB97M-V/def2-TZVPD
C -1.8504 2.4945 4.1096
N -1.6973 1.7552 2.8427
C -0.3920 1.9599 2.2040
C -0.3490 1.8594 0.6427
C -0.7379 3.2573 0.0584
C -1.9328 3.9660 0.7323
O -3.2006 3.3398 0.4587
C -4.1661 3.6628 1.3879
C -4.6310 5.1183 1.5755
O -4.6672 2.8056 2.0269
N 1.1185 1.7675 0.2604
C 2.1216 2.4486 1.0977
C 1.4522 0.4652 -0.1455
N 2.5329 0.0529 -0.7457
N 3.5975 0.9217 -1.0553
C 2.7299 -1.3378 -1.1839
C 3.8115 -2.1262 -0.3624
O 3.9218 -3.2358 -0.6317
Br 4.9453 -1.2872 0.9775
N 0.3019 -0.2637 0.1535
C 0.3030 -1.5401 0.7264
O -0.3502 -2.4093 0.2619
C 1.1812 -1.9564 1.9640
F 1.9160 -3.0299 1.6244
F 2.1132 -0.9739 2.2286
C 0.4001 -2.1425 3.3004
F 1.3489 -2.2050 4.2688
F -0.2594 -0.9915 3.5472
C -0.4944 -3.4194 3.4460
F -0.1023 -4.0797 4.5775
F -0.3955 -4.2989 2.4517
C -2.0237 -3.1114 3.6644
O -2.7953 -3.6637 2.9810
O -2.4415 -2.2648 4.6388
C -0.9292 0.5530 -0.0804
C -2.3087 0.0120 0.3183
N -2.4358 -0.7684 1.5690
C -0.8036 0.7310 -1.6754
C -2.0725 0.8435 -2.5784
C -2.6391 -0.5352 -3.0945
C -3.1995 1.8404 -2.1981
H -2.4007 1.8713 4.8366
H -0.8521 2.7768 4.4966
H -2.3994 3.4461 3.9056
H -2.4886 1.8823 2.2233
H -0.1242 3.0173 2.4567
H 0.3049 1.2435 2.6943
H -0.9643 3.2441 -1.0279
H 0.0947 3.9898 0.1313
H -1.8354 4.1159 1.8244
H -1.9750 4.9930 0.2943
H -4.7210 5.6034 0.5854
H -3.9909 5.7073 2.2581
H -5.6357 5.0744 2.0327
H 3.0795 2.6516 0.5810
H 1.7913 3.4363 1.4639
H 2.3891 1.7748 1.9422
H 3.1874 1.7882 -1.4115
H 4.1179 1.1140 -0.1996
H 1.7970 -1.9140 -1.3047
H 3.1772 -1.2720 -2.2031
H -2.8742 -1.4859 4.2520
H -2.8066 -0.5849 -0.4723
H -2.9612 0.9051 0.4327
H -2.5575 -1.7427 1.2778
H -3.3441 -0.5381 1.9762
H -0.2664 -0.1649 -2.0564
H -0.1544 1.5920 -1.9412
H -1.6813 1.2780 -3.5317
H -1.8636 -1.3219 -3.1098
H -3.5503 -0.8338 -2.5369
H -2.9730 -0.4075 -4.1462
H -2.8562 2.8627 -1.9730
H -3.9073 1.4521 -1.4388
H -3.8265 1.9444 -3.1143
C 4.2183 -4.7479 -5.7758
C 4.8578 -3.7973 -4.7773
C 5.4526 -4.5466 -3.5975
O 3.8728 -2.8683 -4.3019
H 3.4031 -5.3094 -5.3097
H 3.7862 -4.1932 -6.6105
H 4.9484 -5.4570 -6.1688
H 5.6364 -3.2155 -5.2734
H 4.6757 -5.0977 -3.0596
H 5.8967 -3.8469 -2.8866
H 6.2204 -5.2525 -3.9178
H 3.1820 -3.3805 -3.8638
```

## Properties
- Total charge: +1
- Total energy: -136216.6773 eV
- Orbital gap: 7.7859 eV
- HOMO: -11.37 eV
- LUMO: -0.1317 hartree

No. 3
# C25H42F6I2N2O8

A structure of composition C25H42F6I2N2O8 (ωB97M-V/def2-TZVPD, OMol25).

XYZ file:
```
85
C25H42F6I2N2O8 | OMol25 | ωB97M-V/def2-TZVPD
C 3.1093 -1.8372 2.6705
C 3.6278 -0.8065 1.6658
N 2.7487 -0.7129 0.4889
C 2.6041 0.6566 -0.0389
C 1.8005 1.6120 0.8310
C 0.2673 1.4022 0.9490
C -0.0509 0.3420 2.0261
N -1.4426 0.2115 2.4475
O -0.2914 1.0748 -0.3370
C -0.4615 -0.2687 -0.8359
C -1.9134 -0.8100 -0.7621
C -2.1729 -2.0955 0.0316
C -1.2982 -3.2681 -0.3623
O -1.7331 -4.4734 0.3135
C -1.0369 -4.7713 1.4444
C -1.6586 -4.2860 2.7279
O -0.0156 -5.4159 1.4194
C -0.3822 2.7608 1.3764
I -0.4919 4.0370 -0.3905
C 0.3480 3.5278 2.4875
C 0.4012 2.8200 3.8458
I -0.6671 5.4251 2.8810
C 3.2263 -1.5419 -0.5923
C 4.6375 -1.3333 -1.0908
O 2.5005 -2.3584 -1.1137
H 2.3320 -1.4069 3.3042
H 2.6498 -2.6597 2.1167
H 3.9139 -2.2433 3.2824
H 3.7204 0.1799 2.1228
H 4.6449 -1.0939 1.3717
H 3.5860 1.1155 -0.2066
H 2.1285 0.5916 -1.0219
H 2.2119 1.6210 1.8459
H 1.9809 2.6041 0.4081
H 0.5391 0.5968 2.9026
H 0.3350 -0.6262 1.7036
H -2.1024 0.5612 1.7682
H -1.6191 0.6657 3.3317
H -0.1880 -0.2015 -1.8918
H 0.2540 -0.9528 -0.3857
H -2.2479 -0.9932 -1.7897
H -2.5590 -0.0098 -0.3909
H -3.2123 -2.3995 -0.1443
H -2.0808 -1.9276 1.0998
H -0.2495 -3.0978 -0.1136
H -1.3403 -3.4807 -1.4326
H -2.5645 -3.7047 2.5683
H -1.9036 -5.1542 3.3433
H -0.9295 -3.6687 3.2579
H -1.4214 2.6091 1.6584
H 1.3445 3.8382 2.1871
H 1.2504 2.1333 3.8829
H 0.5314 3.5427 4.6493
H -0.5126 2.2594 4.0377
H 5.2322 -2.2141 -0.8358
H 4.6173 -1.2266 -2.1754
H 5.1298 -0.4621 -0.6588
C -5.5394 -5.8402 -1.8979
C -5.1600 -4.7071 -2.8230
O -6.3156 -3.9168 -3.1919
C -6.6921 -3.0073 -2.3099
O -6.1910 -2.7765 -1.2508
C -7.8937 -2.2098 -2.8629
F -8.8025 -3.0183 -3.4113
F -7.4658 -1.3562 -3.8016
F -8.4711 -1.5155 -1.8908
H -6.3131 -6.4598 -2.3518
H -4.6655 -6.4596 -1.6991
H -5.9140 -5.4612 -0.9481
H -4.7718 -5.0785 -3.7682
H -4.4124 -4.0553 -2.3727
C 3.8377 7.8922 -1.9669
C 2.9087 6.7821 -2.4016
O 3.6292 5.5411 -2.5937
C 3.8665 4.8423 -1.5001
O 3.5721 5.1231 -0.3771
C 4.5700 3.5198 -1.8749
F 5.5456 3.7158 -2.7610
F 3.6801 2.6704 -2.4036
F 5.0935 2.9558 -0.7881
H 4.6508 8.0122 -2.6830
H 3.2860 8.8296 -1.9055
H 4.2684 7.6823 -0.9888
H 2.4659 6.9917 -3.3721
H 2.1073 6.6181 -1.6822
```

## Properties
- Total energy: -78472.6047 eV
- Relative energy (zero: lowest compared OMol25 entry of this formula, charge and spin): 0.0 kJ/mol
- Orbital gap: 8.6758 eV
- HOMO: -8.54 eV
- LUMO: 0.0051 hartree

- The lowest total energy belongs to which entry?
  C25H42BrF6N6O7

- Which value of orbital gap does entry 2 give?
  7.7859 eV

- Among the records above, which one has the highest LUMO?
  C25H42F6I2N2O8

Please write out number 3 again, unchanged.
# C25H42F6I2N2O8

A structure of composition C25H42F6I2N2O8 (ωB97M-V/def2-TZVPD, OMol25).

XYZ file:
```
85
C25H42F6I2N2O8 | OMol25 | ωB97M-V/def2-TZVPD
C 3.1093 -1.8372 2.6705
C 3.6278 -0.8065 1.6658
N 2.7487 -0.7129 0.4889
C 2.6041 0.6566 -0.0389
C 1.8005 1.6120 0.8310
C 0.2673 1.4022 0.9490
C -0.0509 0.3420 2.0261
N -1.4426 0.2115 2.4475
O -0.2914 1.0748 -0.3370
C -0.4615 -0.2687 -0.8359
C -1.9134 -0.8100 -0.7621
C -2.1729 -2.0955 0.0316
C -1.2982 -3.2681 -0.3623
O -1.7331 -4.4734 0.3135
C -1.0369 -4.7713 1.4444
C -1.6586 -4.2860 2.7279
O -0.0156 -5.4159 1.4194
C -0.3822 2.7608 1.3764
I -0.4919 4.0370 -0.3905
C 0.3480 3.5278 2.4875
C 0.4012 2.8200 3.8458
I -0.6671 5.4251 2.8810
C 3.2263 -1.5419 -0.5923
C 4.6375 -1.3333 -1.0908
O 2.5005 -2.3584 -1.1137
H 2.3320 -1.4069 3.3042
H 2.6498 -2.6597 2.1167
H 3.9139 -2.2433 3.2824
H 3.7204 0.1799 2.1228
H 4.6449 -1.0939 1.3717
H 3.5860 1.1155 -0.2066
H 2.1285 0.5916 -1.0219
H 2.2119 1.6210 1.8459
H 1.9809 2.6041 0.4081
H 0.5391 0.5968 2.9026
H 0.3350 -0.6262 1.7036
H -2.1024 0.5612 1.7682
H -1.6191 0.6657 3.3317
H -0.1880 -0.2015 -1.8918
H 0.2540 -0.9528 -0.3857
H -2.2479 -0.9932 -1.7897
H -2.5590 -0.0098 -0.3909
H -3.2123 -2.3995 -0.1443
H -2.0808 -1.9276 1.0998
H -0.2495 -3.0978 -0.1136
H -1.3403 -3.4807 -1.4326
H -2.5645 -3.7047 2.5683
H -1.9036 -5.1542 3.3433
H -0.9295 -3.6687 3.2579
H -1.4214 2.6091 1.6584
H 1.3445 3.8382 2.1871
H 1.2504 2.1333 3.8829
H 0.5314 3.5427 4.6493
H -0.5126 2.2594 4.0377
H 5.2322 -2.2141 -0.8358
H 4.6173 -1.2266 -2.1754
H 5.1298 -0.4621 -0.6588
C -5.5394 -5.8402 -1.8979
C -5.1600 -4.7071 -2.8230
O -6.3156 -3.9168 -3.1919
C -6.6921 -3.0073 -2.3099
O -6.1910 -2.7765 -1.2508
C -7.8937 -2.2098 -2.8629
F -8.8025 -3.0183 -3.4113
F -7.4658 -1.3562 -3.8016
F -8.4711 -1.5155 -1.8908
H -6.3131 -6.4598 -2.3518
H -4.6655 -6.4596 -1.6991
H -5.9140 -5.4612 -0.9481
H -4.7718 -5.0785 -3.7682
H -4.4124 -4.0553 -2.3727
C 3.8377 7.8922 -1.9669
C 2.9087 6.7821 -2.4016
O 3.6292 5.5411 -2.5937
C 3.8665 4.8423 -1.5001
O 3.5721 5.1231 -0.3771
C 4.5700 3.5198 -1.8749
F 5.5456 3.7158 -2.7610
F 3.6801 2.6704 -2.4036
F 5.0935 2.9558 -0.7881
H 4.6508 8.0122 -2.6830
H 3.2860 8.8296 -1.9055
H 4.2684 7.6823 -0.9888
H 2.4659 6.9917 -3.3721
H 2.1073 6.6181 -1.6822
```

## Properties
- Total energy: -78472.6047 eV
- Relative energy (zero: lowest compared OMol25 entry of this formula, charge and spin): 0.0 kJ/mol
- Orbital gap: 8.6758 eV
- HOMO: -8.54 eV
- LUMO: 0.0051 hartree